(1)
ORCA calculation (wB97M-V/def2-TZVPD) on a structure of composition C20H29ClF4N3S4Ti at a distorted geometry.

Last column: Mulliken charge in e.
CARTESIAN COORDINATES (ANGSTROEM)
1 Ti -0.25774 0.72368 -1.06636  -0.569
2 C 1.07795 0.59590 -4.35943  -1.294
3 C 2.01224 0.02403 -3.30070  -0.648
4 N 1.79409 0.45183 -1.87962  0.598
5 C 2.71246 1.59059 -1.55542  -0.475
6 C 2.44392 2.89473 -2.28953  -1.243
7 C 2.19931 -0.68815 -1.00776  -1.230
8 C 1.90997 -0.37840 0.46150  -0.969
9 N 0.82153 0.59487 0.51593  1.545
10 C 0.50587 1.16949 1.72170  -0.231
11 C -0.45926 2.17464 1.69143  0.072
12 F -0.94961 2.43145 0.42774  -0.095
13 C -0.90527 2.87952 2.78017  -0.018
14 F -1.84902 3.80862 2.61885  -0.329
15 C -0.38180 2.60264 4.02520  -0.511
16 C 0.57265 1.60683 4.10464  0.259
17 F 1.08799 1.29308 5.29140  -0.317
18 C 1.01513 0.89775 2.99967  0.365
19 F 1.93683 -0.05364 3.19705  -0.371
20 H 1.31451 0.12035 -5.31123  0.464
21 H 1.19889 1.66934 -4.48742  0.254
22 H 0.04073 0.36480 -4.12986  0.189
23 H 3.04466 0.26421 -3.56698  0.454
24 H 1.92133 -1.06134 -3.33485  0.514
25 H 3.73342 1.26114 -1.77493  0.434
26 H 2.65333 1.77922 -0.48794  0.267
27 H 2.60713 2.80757 -3.36250  0.316
28 H 3.13256 3.64943 -1.91172  0.443
29 H 1.43151 3.24482 -2.10380  0.177
30 H 3.26365 -0.89617 -1.14352  0.549
31 H 1.64042 -1.56902 -1.31026  0.288
32 H 2.79942 0.02166 0.94990  0.658
33 H 1.64272 -1.29820 0.98108  0.413
34 H -0.71825 3.12878 4.90633  0.516
35 C -3.08014 -2.08178 3.92094  -0.620
36 C -1.72491 -2.77227 3.99050  -0.784
37 S -0.64910 -2.67922 2.52589  -0.035
38 C -1.76251 -3.19601 1.17886  -0.987
39 C -2.60941 -2.10054 0.47935  -1.056
40 S -2.03170 -0.39223 0.75835  0.824
41 C -3.58835 0.47518 1.10150  -1.087
42 C -4.21356 0.05959 2.44439  -0.996
43 S -3.02711 -0.25279 3.80196  -0.020
44 H -3.61907 -2.31622 4.83866  0.502
45 H -3.66421 -2.45372 3.08050  0.180
46 H -1.88539 -3.83006 4.20452  0.437
47 H -1.10996 -2.35392 4.78865  0.433
48 H -2.41849 -3.96356 1.58770  0.516
49 H -1.10805 -3.67852 0.45483  0.321
50 H -3.63762 -2.12345 0.83634  0.481
51 H -2.62874 -2.26604 -0.59574  0.584
52 H -4.28848 0.30977 0.28174  0.598
53 H -3.31430 1.53021 1.11529  0.392
54 H -4.82441 -0.83474 2.33782  0.445
55 H -4.86867 0.85894 2.78709  0.498
56 S -0.78215 -3.54630 -2.64900  -0.262
57 C -0.70029 -2.03249 -2.24888  0.501
58 N -0.63828 -0.87238 -1.96396  -0.308
59 Cl -2.41360 1.49660 -1.98170  -0.155
60 C -0.85063 2.32757 -2.26708  -1.016
61 H -0.94575 3.33400 -1.86666  0.531
62 H -0.69904 2.37906 -3.33919  0.607

Values from the calculation:
**HOMO-LUMO gap**: 7.060 eV
**HOMO energy**: -11.0 eV
**Net charge**: +1
**2S+1**: 1


(2)
ORCA calculation (wB97M-V/def2-TZVPD) on a structure of composition C20H29InN4O2S.

Last column: Mulliken charge in e.
CARTESIAN COORDINATES (ANGSTROEM)
1 O 3.01498 3.69149 0.87694  -0.738
2 C 3.21619 2.45608 0.68146  0.472
3 O 3.12467 1.59740 1.61618  -0.757
4 In 3.78899 1.69777 -1.36930  0.386
5 C 6.00447 2.17700 -1.61952  -1.274
6 C 6.18242 3.40751 -2.54137  -0.363
7 C 6.80857 4.54802 -1.74141  -0.692
8 S 6.75642 6.11745 -2.68806  -0.296
9 H 3.56099 -0.07262 -1.57868  -0.402
10 H 2.94617 2.56254 -2.70102  -0.391
11 H 6.41118 2.41521 -0.64080  0.383
12 H 6.55659 1.31529 -1.98533  0.362
13 H 6.85111 3.14486 -3.35844  0.228
14 H 5.24134 3.76960 -2.93535  0.383
15 H 6.25275 4.65583 -0.82263  0.346
16 H 7.83905 4.30099 -1.53004  0.400
17 H 8.04040 6.49364 -2.67318  0.074
18 N 2.78700 3.26758 3.90957  0.170
19 C 1.81632 4.02107 4.48181  -0.536
20 C 2.10198 4.15786 5.82475  -0.529
21 C 3.30956 3.44874 6.05816  -0.637
22 C 3.69666 2.91348 4.84655  -0.386
23 H 2.83102 2.99713 2.90938  0.262
24 H 1.00089 4.40127 3.89001  0.394
25 H 1.51379 4.70268 6.54779  0.382
26 H 3.83223 3.34048 6.99648  0.369
27 H 4.54540 2.30851 4.57730  0.392
28 N -1.90519 0.58926 0.59515  0.148
29 C -0.61222 1.01622 0.39314  -0.741
30 C 0.01590 1.05972 1.60551  0.004
31 C -0.93785 0.64853 2.58110  -0.837
32 C -2.11152 0.36270 1.93140  -0.385
33 H -2.58730 0.46364 -0.12301  0.111
34 H -0.24900 1.24317 -0.59521  0.418
35 H 1.04971 1.34622 1.77037  0.506
36 H -0.77315 0.56759 3.64318  0.399
37 H -3.06501 0.01765 2.29715  0.372
38 N -4.19397 -1.38815 -1.51634  0.007
39 C -5.33400 -1.52424 -0.77330  -0.604
40 C -5.51172 -2.85733 -0.52155  -0.332
41 C -4.43218 -3.54916 -1.14026  -0.302
42 C -3.63523 -2.61353 -1.74191  -0.811
43 H -3.82184 -0.51752 -1.84695  0.262
44 H -5.91411 -0.66507 -0.48470  0.403
45 H -6.32021 -3.28682 0.04758  0.401
46 H -4.24790 -4.60985 -1.13217  0.575
47 H -2.72320 -2.71370 -2.30374  0.407
48 N -6.15785 -6.37765 -2.18200  0.048
49 C -6.29983 -6.45808 -3.53744  -0.348
50 C -6.41002 -7.78217 -3.87138  -0.546
51 C -6.33125 -8.52968 -2.66487  -0.460
52 C -6.17630 -7.63260 -1.64129  -0.440
53 H -6.05159 -5.52389 -1.66484  0.254
54 H -6.30800 -5.57016 -4.14541  0.372
55 H -6.53024 -8.17159 -4.86828  0.381
56 H -6.37964 -9.60066 -2.56140  0.384
57 H -6.07642 -7.77971 -0.57978  0.353

Values from the calculation:
**HOMO-LUMO gap**: 3.340 eV
**HOMO energy**: 0.0 eV
**Net charge**: -2
**2S+1**: 1


(3)
ORCA calculation (wB97M-V/def2-TZVPD) on a structure of composition C20H29IrNO10P2Se.

Last column: Mulliken charge in e.
CARTESIAN COORDINATES (ANGSTROEM)
1 Ir 0.45096 0.36235 -0.20387  2.248
2 C -0.80857 4.62931 1.31823  -1.855
3 C 0.20051 3.59925 1.79688  1.131
4 O 0.94210 4.11091 2.89600  -0.621
5 P -0.64382 2.05264 2.30500  0.569
6 O 0.33546 1.18408 3.18916  -0.579
7 O -1.71150 2.53577 3.38424  -0.582
8 O -1.23565 1.34698 1.13878  -0.688
9 P 1.38323 3.02644 0.49742  0.334
10 O 2.11541 4.39363 0.06637  -0.665
11 O 2.28950 2.14933 1.29290  -0.643
12 O 0.64638 2.41970 -0.69305  -0.600
13 H -1.44343 4.95213 2.14408  0.413
14 H -1.43212 4.20423 0.53158  0.352
15 H -0.27648 5.49427 0.92204  0.422
16 H 1.74539 3.56822 2.94947  0.443
17 H 1.03871 0.73061 2.67093  0.416
18 H -2.16373 1.78793 3.79697  0.373
19 H 2.73733 4.22961 -0.65426  0.368
20 C -4.45298 -3.83762 2.01708  -0.763
21 O -3.35246 -4.29841 2.77348  -0.486
22 C -2.14453 -3.70663 2.54078  1.396
23 C -1.07540 -4.22385 3.29373  -1.076
24 C 0.16241 -3.66737 3.10779  -0.778
25 C 0.40814 -2.60721 2.21729  0.291
26 C 1.73770 -2.00119 2.15116  0.609
27 C 2.97990 -2.79316 2.49579  -1.466
28 O 1.89829 -0.84799 1.76734  -0.532
29 C -0.66762 -2.11640 1.41342  -0.339
30 O -0.62219 -1.26139 0.45142  -0.721
31 C -1.95648 -2.68202 1.64809  -0.320
32 H -5.30166 -4.45147 2.30869  0.232
33 H -4.27241 -3.94970 0.94524  0.319
34 H -4.67170 -2.78830 2.23176  0.313
35 H -1.25355 -5.02413 3.99793  0.414
36 H 0.98365 -4.03606 3.70953  0.307
37 H 2.79449 -3.80624 2.84077  0.418
38 H 3.55799 -2.24159 3.23756  0.309
39 H 3.57709 -2.83216 1.58278  0.264
40 H -2.76146 -2.27248 1.05534  0.282
41 Se 2.65903 -0.13425 -0.98895  -0.262
42 C 2.78398 0.47354 -2.81788  0.128
43 C 2.51148 -0.33825 -3.91536  -0.222
44 C 2.61755 0.17996 -5.19756  -0.298
45 N 2.99743 1.42840 -5.47020  -0.679
46 C 3.28924 2.19574 -4.42057  -0.380
47 C 3.19626 1.77089 -3.10385  -0.260
48 H 2.21844 -1.36942 -3.76678  0.362
49 H 2.37700 -0.44309 -6.05398  0.361
50 H 3.61420 3.20793 -4.64350  0.343
51 H 3.44391 2.44515 -2.29439  0.297
52 C -2.27079 -1.07748 -3.23296  -1.729
53 C -1.71555 -0.12389 -2.17459  1.425
54 C -1.98585 1.32722 -2.56286  -1.409
55 C -0.21737 -0.36066 -1.97848  -1.092
56 H -3.33960 -0.91133 -3.40158  0.425
57 H -2.13261 -2.11889 -2.93198  0.397
58 H -1.75552 -0.93163 -4.18828  0.303
59 H -2.22436 -0.33240 -1.22890  -0.090
60 H -1.52279 1.55315 -3.52966  0.314
61 H -1.56092 2.01189 -1.82672  0.095
62 H -3.05850 1.52719 -2.64612  0.449
63 H 0.31626 0.11576 -2.80098  0.385
64 H 0.02217 -1.42753 -1.95967  0.632

Values from the calculation:
**HOMO-LUMO gap**: 6.445 eV
**HOMO energy**: -4.0 eV
**Net charge**: -1
**Energy above the lowest of the compared OMol25 structures with the same formula, charge and spin**: 209.74 kJ/mol
**2S+1**: 1


(4)
ORCA calculation (wB97M-V/def2-TZVPD) on an isolated molecule of C20H29N3O2 at a distorted geometry.

Last column: Mulliken charge in e.
CARTESIAN COORDINATES (ANGSTROEM)
1 C 3.64502 0.23334 -3.01012  -1.056
2 C 3.19932 -0.25514 -4.38362  -0.262
3 C 3.30429 -1.77298 -4.54375  -0.972
4 C 2.32608 -2.57067 -3.67996  -0.233
5 C 0.87361 -2.40174 -4.12234  -0.320
6 C -0.09063 -3.33918 -3.39471  -0.880
7 C -0.17407 -3.06919 -1.88987  -0.979
8 N -0.58143 -1.71201 -1.61174  0.075
9 C 0.24243 -0.79928 -1.07704  0.945
10 O 1.38362 -1.02183 -0.72788  -0.703
11 C -0.39444 0.59428 -0.94223  -1.477
12 N -1.47290 0.62817 0.03119  0.699
13 N -1.09263 1.04120 1.26385  -0.707
14 C -1.95905 1.36095 2.14730  0.624
15 C -1.46013 1.81221 3.44142  0.368
16 C -0.13717 1.54061 3.80359  -0.505
17 C 0.35832 1.95872 5.01876  -0.735
18 C -0.44156 2.66420 5.91464  0.995
19 C 0.11357 3.11758 7.22864  -1.388
20 C -1.75219 2.94265 5.54999  -0.807
21 C -2.25989 2.52354 4.33478  -0.692
22 C -3.43656 1.30505 1.84991  -0.666
23 C -3.69457 0.16714 0.86751  -0.990
24 C -2.71400 0.18118 -0.28402  0.883
25 O -2.98311 -0.23505 -1.40059  -0.753
26 H 3.00951 -0.16077 -2.22225  0.219
27 H 4.66857 -0.07845 -2.81265  0.321
28 H 3.60497 1.31997 -2.96668  0.347
29 H 3.82868 0.21271 -5.14602  0.322
30 H 2.17299 0.06563 -4.57035  0.242
31 H 4.32255 -2.07647 -4.28830  0.371
32 H 3.13868 -2.02957 -5.59419  0.318
33 H 2.43379 -2.26263 -2.64121  0.084
34 H 2.59133 -3.62941 -3.74598  0.317
35 H 0.55648 -1.37140 -3.95427  0.056
36 H 0.80225 -2.59937 -5.19520  0.499
37 H 0.22217 -4.37498 -3.53965  0.398
38 H -1.08864 -3.22589 -3.82617  0.373
39 H 0.79922 -3.21399 -1.41859  0.436
40 H -0.89336 -3.75858 -1.43470  0.346
41 H -1.50911 -1.42385 -1.90248  0.252
42 H 0.37285 1.29023 -0.60197  0.314
43 H -0.79509 0.90606 -1.91064  0.393
44 H 0.48240 0.99308 3.11158  0.529
45 H 1.38151 1.73630 5.28538  0.380
46 H 0.85429 3.90151 7.07094  0.298
47 H 0.60856 2.29309 7.73890  0.342
48 H -0.67050 3.50941 7.87152  0.350
49 H -2.38728 3.49641 6.22694  0.308
50 H -3.27868 2.77344 4.07922  0.335
51 H -3.73729 2.26138 1.40706  0.352
52 H -4.01949 1.15084 2.75738  0.398
53 H -3.56569 -0.79681 1.37316  0.304
54 H -4.70759 0.19839 0.46549  0.330

Values from the calculation:
**HOMO-LUMO gap**: 8.733 eV
**HOMO energy**: -8.4 eV
**Energy above the lowest of the compared OMol25 structures with the same formula, charge and spin**: 141.19 kJ/mol
**2S+1**: 1
**SMILES**: CCCCCCCNC(=O)CN1N=C(c2ccc(C)cc2)CCC1=O


Among the records above, which one has the highest HOMO-LUMO gap? C20H29N3O2


Copy entry 4 word for word.
ORCA calculation (wB97M-V/def2-TZVPD) on an isolated molecule of C20H29N3O2 at a distorted geometry.

Last column: Mulliken charge in e.
CARTESIAN COORDINATES (ANGSTROEM)
1 C 3.64502 0.23334 -3.01012  -1.056
2 C 3.19932 -0.25514 -4.38362  -0.262
3 C 3.30429 -1.77298 -4.54375  -0.972
4 C 2.32608 -2.57067 -3.67996  -0.233
5 C 0.87361 -2.40174 -4.12234  -0.320
6 C -0.09063 -3.33918 -3.39471  -0.880
7 C -0.17407 -3.06919 -1.88987  -0.979
8 N -0.58143 -1.71201 -1.61174  0.075
9 C 0.24243 -0.79928 -1.07704  0.945
10 O 1.38362 -1.02183 -0.72788  -0.703
11 C -0.39444 0.59428 -0.94223  -1.477
12 N -1.47290 0.62817 0.03119  0.699
13 N -1.09263 1.04120 1.26385  -0.707
14 C -1.95905 1.36095 2.14730  0.624
15 C -1.46013 1.81221 3.44142  0.368
16 C -0.13717 1.54061 3.80359  -0.505
17 C 0.35832 1.95872 5.01876  -0.735
18 C -0.44156 2.66420 5.91464  0.995
19 C 0.11357 3.11758 7.22864  -1.388
20 C -1.75219 2.94265 5.54999  -0.807
21 C -2.25989 2.52354 4.33478  -0.692
22 C -3.43656 1.30505 1.84991  -0.666
23 C -3.69457 0.16714 0.86751  -0.990
24 C -2.71400 0.18118 -0.28402  0.883
25 O -2.98311 -0.23505 -1.40059  -0.753
26 H 3.00951 -0.16077 -2.22225  0.219
27 H 4.66857 -0.07845 -2.81265  0.321
28 H 3.60497 1.31997 -2.96668  0.347
29 H 3.82868 0.21271 -5.14602  0.322
30 H 2.17299 0.06563 -4.57035  0.242
31 H 4.32255 -2.07647 -4.28830  0.371
32 H 3.13868 -2.02957 -5.59419  0.318
33 H 2.43379 -2.26263 -2.64121  0.084
34 H 2.59133 -3.62941 -3.74598  0.317
35 H 0.55648 -1.37140 -3.95427  0.056
36 H 0.80225 -2.59937 -5.19520  0.499
37 H 0.22217 -4.37498 -3.53965  0.398
38 H -1.08864 -3.22589 -3.82617  0.373
39 H 0.79922 -3.21399 -1.41859  0.436
40 H -0.89336 -3.75858 -1.43470  0.346
41 H -1.50911 -1.42385 -1.90248  0.252
42 H 0.37285 1.29023 -0.60197  0.314
43 H -0.79509 0.90606 -1.91064  0.393
44 H 0.48240 0.99308 3.11158  0.529
45 H 1.38151 1.73630 5.28538  0.380
46 H 0.85429 3.90151 7.07094  0.298
47 H 0.60856 2.29309 7.73890  0.342
48 H -0.67050 3.50941 7.87152  0.350
49 H -2.38728 3.49641 6.22694  0.308
50 H -3.27868 2.77344 4.07922  0.335
51 H -3.73729 2.26138 1.40706  0.352
52 H -4.01949 1.15084 2.75738  0.398
53 H -3.56569 -0.79681 1.37316  0.304
54 H -4.70759 0.19839 0.46549  0.330

Values from the calculation:
**HOMO-LUMO gap**: 8.733 eV
**HOMO energy**: -8.4 eV
**Energy above the lowest of the compared OMol25 structures with the same formula, charge and spin**: 141.19 kJ/mol
**2S+1**: 1
**SMILES**: CCCCCCCNC(=O)CN1N=C(c2ccc(C)cc2)CCC1=O